Version 1
ORCA calculation (the ωB97M-V functional and the def2-TZVPD basis) on a 11-piece molecular cluster, C66H165N11 overall.

## Properties
E_HOMO (eV): -7.96
Charge: 0
HOMO-LUMO gap (eV): 8.657
LUMO level (eV): 0.69
SMILES: CCN(CC)CC.CCN(CC)CC.CCN(CC)CC.CCN(CC)CC.CCN(CC)CC.CCN(CC)CC.CCN(CC)CC.CCN(CC)CC.CCN(CC)CC.CCN(CC)CC.CCN(CC)CC

Cartesian coordinates (Å):
C1 2.34292 4.60722 0.40550
C2 1.92023 5.99490 -0.03038
N1 0.88928 6.71896 0.72865
C3 -0.30311 5.89111 0.89237
C4 -1.56006 6.61614 1.27706
C5 1.34560 7.20185 2.02866
C6 2.42900 8.19176 1.82927
H1 1.50499 3.92222 0.43451
H2 2.76894 4.67675 1.37132
H3 3.08558 4.19231 -0.29667
H4 2.83894 6.60592 -0.06456
H5 1.59491 5.98705 -1.12582
H6 -0.46454 5.47437 -0.11604
H7 -0.10605 5.01276 1.57345
H8 -1.51715 7.54912 0.77587
H9 -2.49873 6.15214 0.97405
H10 -1.52629 6.77348 2.33877
H11 1.61217 6.37538 2.74076
H12 0.48112 7.70090 2.47433
H13 2.64986 8.76371 2.69750
H14 2.21767 8.83080 0.95368
H15 3.42228 7.77295 1.54815
C7 -1.65128 1.35441 2.52680
C8 -1.89344 2.91236 2.41533
N2 -2.01566 3.73501 3.62436
C9 -1.07810 3.20882 4.61396
C10 -0.87763 4.15538 5.72450
C11 -3.34512 3.64974 4.16778
C12 -4.19653 4.78061 3.66589
H16 -2.33844 0.89218 3.20171
H17 -0.65211 1.01647 2.71170
H18 -1.83826 1.07105 1.53076
H19 -1.11115 3.30529 1.70509
H20 -2.83762 2.98174 1.83488
H21 -1.38276 2.22915 4.95018
H22 -0.09063 3.06624 4.12447
H23 -0.19790 4.90919 5.43510
H24 -1.79161 4.62112 6.05274
H25 -0.39708 3.68030 6.60441
H26 -3.27075 3.67587 5.22059
H27 -3.73407 2.71281 3.93696
H28 -5.05484 4.99959 4.29152
H29 -4.55027 4.55910 2.67066
H30 -3.68232 5.75002 3.58581
C13 1.35746 -4.40213 -5.61049
C14 0.60151 -3.90193 -4.40609
N3 0.50181 -4.88797 -3.28107
C15 -0.73041 -4.52794 -2.50158
C16 -1.96399 -4.63359 -3.35510
C17 1.73867 -4.92862 -2.48192
C18 1.70814 -6.04816 -1.38116
H31 2.36487 -4.68543 -5.30629
H32 1.40199 -3.59432 -6.31864
H33 0.91292 -5.27397 -6.02059
H34 0.94162 -2.95446 -3.99488
H35 -0.41859 -3.82222 -4.68767
H36 -0.80516 -5.09240 -1.53076
H37 -0.58058 -3.47398 -2.24069
H38 -2.04368 -3.69325 -3.92889
H39 -1.91763 -5.56214 -3.97321
H40 -2.79588 -4.57322 -2.64841
H41 1.80417 -3.92723 -2.05508
H42 2.61040 -5.02837 -3.16325
H43 1.06449 -5.83205 -0.53819
H44 2.67951 -6.37367 -1.08150
H45 1.24935 -6.96273 -1.85663
C19 -6.10954 -3.62255 0.61983
C20 -5.31699 -2.60926 1.39548
N4 -3.88745 -2.71305 1.15226
C21 -3.49255 -2.59620 -0.26722
C22 -3.98805 -1.37262 -0.99223
C23 -3.19710 -1.74922 1.95297
C24 -3.15084 -2.19754 3.45494
H46 -5.83535 -4.67766 0.89457
H47 -5.93856 -3.52509 -0.50509
H48 -7.17238 -3.44471 0.74661
H49 -5.59299 -1.54096 1.23819
H50 -5.40824 -2.69945 2.46853
H51 -3.83550 -3.52543 -0.78651
H52 -2.36359 -2.56586 -0.28382
H53 -5.10509 -1.29824 -0.98052
H54 -3.68160 -1.36334 -2.05882
H55 -3.57451 -0.43879 -0.50988
H56 -2.16368 -1.72483 1.62776
H57 -3.57808 -0.73455 1.97619
H58 -3.85926 -1.68285 4.04868
H59 -3.34828 -3.31557 3.41981
H60 -2.20129 -1.97064 3.97113
C25 3.53712 2.65860 6.00783
C26 2.66057 1.89780 5.03297
N5 3.38630 0.80460 4.29016
C27 3.63424 -0.39895 4.98513
C28 2.42559 -0.97697 5.73524
C29 4.56847 1.26207 3.65421
C30 4.19700 2.32131 2.60213
H61 4.48756 3.09819 5.62931
H62 3.68476 1.96740 6.84487
H63 3.01025 3.53276 6.37890
H64 1.83932 1.44944 5.59161
H65 2.19467 2.50258 4.29084
H66 4.01517 -1.17922 4.24450
H67 4.42352 -0.39318 5.83208
H68 1.55989 -0.75612 5.09068
H69 2.59641 -2.05357 5.84946
H70 2.28612 -0.56993 6.64090
H71 4.94377 0.35151 3.13537
H72 5.27366 1.79724 4.29043
H73 3.53884 1.88445 1.85358
H74 5.09311 2.76992 2.06266
H75 3.71883 3.20638 3.04038
C31 2.18931 2.88877 -4.19777
C32 2.89411 1.89600 -5.18849
N6 4.12758 1.17558 -4.75291
C33 3.87707 0.02488 -3.79460
C34 3.43150 -1.19999 -4.66273
C35 5.11919 2.10491 -4.15792
C36 5.51510 3.34660 -4.96540
H76 2.84393 3.71592 -3.93790
H77 1.87991 2.45747 -3.32222
H78 1.24244 3.35340 -4.68709
H79 2.17158 1.09029 -5.47838
H80 3.15188 2.41187 -6.07518
H81 4.83230 -0.19998 -3.25163
H82 3.13482 0.12995 -2.93697
H83 4.20215 -1.44663 -5.42874
H84 3.21900 -2.08240 -4.06155
H85 2.54110 -0.88027 -5.10405
H86 6.05742 1.49411 -4.07543
H87 4.91147 2.39759 -3.13700
H88 5.85969 3.03848 -5.93404
H89 6.17937 3.99253 -4.38984
H90 4.65795 3.95133 -5.24965
C37 4.14952 -2.12446 -0.76976
C38 5.70616 -2.17669 -0.85601
N7 6.30512 -1.47768 0.29381
C39 5.74799 -1.76955 1.59557
C40 5.99942 -3.23995 2.01203
C41 7.70927 -1.22344 0.29167
C42 8.15299 0.07314 1.02756
H91 3.72572 -2.54940 -1.67616
H92 3.77505 -1.03312 -0.70611
H93 3.86930 -2.73931 0.10239
H94 5.96025 -3.27746 -0.87180
H95 5.93423 -1.78981 -1.86470
H96 6.10988 -1.11792 2.35831
H97 4.68930 -1.70497 1.55045
H98 7.06163 -3.44877 2.12031
H99 5.51942 -3.50736 2.95248
H100 5.68432 -3.97265 1.23840
H101 7.98375 -1.11647 -0.76227
H102 8.37267 -2.00153 0.76764
H103 8.12587 0.07328 2.11847
H104 7.57356 0.95017 0.71490
H105 9.16917 0.24231 0.63779
C43 0.81421 -2.21499 2.79215
C44 0.50117 -3.50897 2.14725
N8 0.46579 -4.65760 3.16070
C45 -0.76666 -4.87289 3.83697
C46 -1.88350 -5.61656 3.08985
C47 1.02364 -5.80504 2.51684
C48 2.53306 -5.70498 2.40623
H106 0.07476 -2.01391 3.59360
H107 0.80000 -1.38871 2.11919
H108 1.77841 -2.34535 3.28175
H109 -0.40335 -3.60688 1.55402
H110 1.32981 -3.80151 1.45588
H111 -1.22512 -3.83602 4.10165
H112 -0.65270 -5.47583 4.73412
H113 -1.54269 -6.66580 2.89134
H114 -2.18917 -5.08445 2.18379
H115 -2.78798 -5.61319 3.66117
H116 0.79812 -6.65760 3.09642
H117 0.55456 -6.01866 1.57813
H118 2.95954 -5.77626 3.39717
H119 2.88299 -6.47429 1.81274
H120 2.89232 -4.75116 1.99364
C49 -3.15582 -2.87362 -7.18274
C50 -3.27614 -1.31939 -7.33981
N9 -2.16610 -0.65009 -6.65400
C51 -0.97125 -0.85137 -7.39957
C52 0.31918 -0.68580 -6.45712
C53 -2.42763 0.82453 -6.53709
C54 -3.46091 1.32479 -5.50885
H121 -3.45118 -3.14568 -6.20807
H122 -2.15883 -3.24721 -7.29023
H123 -3.79098 -3.45596 -7.92184
H124 -3.45438 -1.01736 -8.35085
H125 -4.29052 -1.01962 -6.91637
H126 -0.95030 -1.80686 -7.87895
H127 -0.93441 -0.11921 -8.26140
H128 0.13548 0.17650 -5.88187
H129 0.48732 -1.59045 -5.91660
H130 1.19406 -0.38822 -7.04363
H131 -2.60052 1.28117 -7.52551
H132 -1.57028 1.34704 -6.26135
H133 -3.11399 1.00921 -4.47815
H134 -4.44127 0.88708 -5.73206
H135 -3.57304 2.40060 -5.46350
C55 -6.48599 1.43066 4.46832
C56 -5.84621 0.62149 3.35176
N10 -6.56729 0.43108 2.16450
C57 -7.86048 -0.20742 2.40867
C58 -8.61193 -0.72815 1.18211
C59 -6.61504 1.61156 1.27353
C60 -5.39922 1.79720 0.38511
H136 -6.61410 2.50535 4.15684
H137 -5.75482 1.44466 5.28615
H138 -7.44062 1.16438 4.86202
H139 -4.88050 1.10942 3.15730
H140 -5.54910 -0.37297 3.79552
H141 -7.63886 -1.00802 3.07837
H142 -8.50048 0.46750 3.03451
H143 -8.66952 0.07694 0.45674
H144 -8.07472 -1.58459 0.77634
H145 -9.56232 -0.98242 1.55404
H146 -6.87881 2.59421 1.67302
H147 -7.48859 1.42420 0.70549
H148 -5.40952 2.80817 0.02065
H149 -5.34444 1.06398 -0.41529
H150 -4.53978 1.59666 0.96434
C61 -1.23238 2.80587 -1.88929
C62 -0.75566 1.61260 -1.06432
N11 0.30935 0.96337 -1.74326
C63 1.00582 -0.02056 -0.85367
C64 1.91021 0.61930 0.15627
C65 0.05186 0.45721 -3.14718
C66 -1.17150 -0.36240 -3.18067
H151 -2.00890 3.24467 -1.25208
H152 -1.63337 2.59590 -2.86413
H153 -0.46325 3.53837 -2.02398
H154 -0.42042 2.00333 -0.07978
H155 -1.62292 0.92140 -0.94500
H156 0.32350 -0.62745 -0.33515
H157 1.58157 -0.74224 -1.46416
H158 1.59319 1.40345 0.81798
H159 2.35509 -0.10083 0.85598
H160 2.78727 1.01684 -0.43410
H161 0.86320 0.00543 -3.70436
H162 -0.17118 1.31020 -3.76905
H163 -1.36363 -0.96192 -4.08268
H164 -1.96125 0.32348 -2.91696
H165 -1.00860 -1.09455 -2.41053

Löwdin atomic charge list, values in e, 6 entries: -0.084, -0.258, -0.182, -0.286, -0.084, -0.276

Version 2
ORCA calculation (the ωB97M-V functional and the def2-TZVPD basis) on a 11-piece molecular cluster, C66H165N11 overall.

## Properties
E_HOMO (eV): -7.89
Charge: 0
HOMO-LUMO gap (eV): 8.528
LUMO level (eV): 0.64
SMILES: CCN(CC)CC.CCN(CC)CC.CCN(CC)CC.CCN(CC)CC.CCN(CC)CC.CCN(CC)CC.CCN(CC)CC.CCN(CC)CC.CCN(CC)CC.CCN(CC)CC.CCN(CC)CC

Cartesian coordinates (Å):
C1 -19.09166 25.65233 2.17444
C2 -17.98190 25.87867 3.19454
N1 -17.58297 24.77132 4.04996
C3 -18.71830 24.23935 4.79907
C4 -18.18247 23.44956 6.00132
C5 -16.87504 23.72640 3.30682
C6 -15.49088 24.29210 2.87513
H1 -19.16591 26.55294 1.56298
H2 -20.02774 25.59571 2.73735
H3 -18.97917 24.78211 1.53303
H4 -17.16339 26.36602 2.65362
H5 -18.22577 26.69497 3.88634
H6 -19.31657 25.08016 5.16505
H7 -19.46396 23.66089 4.23159
H8 -19.12594 23.26328 6.54100
H9 -17.70132 22.47815 5.93654
H10 -17.62851 24.07950 6.69567
H11 -17.41416 23.42841 2.39641
H12 -16.68769 22.79414 3.83213
H13 -14.78231 23.49841 2.63648
H14 -15.11828 24.89117 3.70569
H15 -15.56039 24.92835 1.99387
C7 -16.32929 30.20714 11.89367
C8 -15.54496 29.41765 10.83461
N2 -14.28409 28.98894 11.45092
C9 -13.22590 28.97702 10.43865
C10 -12.66538 30.38074 10.14564
C11 -14.47157 27.63955 11.98743
C12 -13.29726 27.14224 12.84679
H16 -15.65149 30.99064 12.23264
H17 -16.57426 29.63545 12.78949
H18 -17.23995 30.68439 11.52697
H19 -16.04386 28.58176 10.32378
H20 -15.38932 30.10372 9.99553
H21 -12.42269 28.31662 10.75724
H22 -13.53954 28.52920 9.47876
H23 -11.93456 30.53211 10.94480
H24 -12.06778 30.25145 9.23662
H25 -13.26513 31.27821 10.03293
H26 -14.75582 26.92233 11.20269
H27 -15.31469 27.59586 12.68398
H28 -12.37818 27.05611 12.27355
H29 -13.59815 26.20749 13.32375
H30 -13.13719 27.79739 13.70520
C13 -15.57594 18.06313 13.29751
C14 -16.11338 17.46765 12.00936
N3 -15.34838 17.87478 10.84818
C15 -15.91826 17.31161 9.61235
C16 -17.26774 17.89651 9.25469
C17 -13.95263 17.54678 10.96160
C18 -13.55867 16.03408 11.04838
H31 -15.07864 19.02794 13.17364
H32 -14.74551 17.45153 13.66225
H33 -16.29675 18.11938 14.11113
H34 -16.19117 16.36714 12.03499
H35 -17.15744 17.78630 11.94493
H36 -15.20985 17.45910 8.79486
H37 -16.00949 16.23140 9.80484
H38 -17.20499 18.97836 9.14395
H39 -17.78468 17.37675 8.44877
H40 -17.98250 17.73046 10.06453
H41 -13.48262 17.92668 11.86988
H42 -13.40496 17.88230 10.07712
H43 -12.49113 15.80375 11.06730
H44 -13.95401 15.52783 10.16718
H45 -13.89192 15.65776 12.02090
C19 -19.75834 15.39262 10.64797
C20 -20.49327 16.68757 10.94701
N4 -20.68346 17.56688 9.77967
C21 -21.64981 17.01815 8.83074
C22 -21.47045 17.60598 7.42381
C23 -21.20064 18.86888 10.21470
C24 -20.13214 19.77960 10.81197
H46 -19.94810 15.03040 9.63689
H47 -19.93707 14.59508 11.36590
H48 -18.68614 15.60353 10.68714
H49 -21.48246 16.52851 11.40060
H50 -19.89962 17.27774 11.64582
H51 -22.66216 17.29135 9.17672
H52 -21.67799 15.92795 8.80396
H53 -21.44100 18.69766 7.45030
H54 -22.30666 17.40115 6.75537
H55 -20.50727 17.27091 7.04010
H56 -21.76401 19.44007 9.48082
H57 -21.92245 18.70232 11.03352
H58 -19.31083 20.03771 10.14251
H59 -20.66700 20.71699 10.99659
H60 -19.69075 19.43502 11.74670
C25 -15.53762 24.10718 8.84604
C26 -14.83545 22.76428 8.74923
N5 -14.60030 22.20355 10.06855
C27 -14.07276 20.84068 10.05716
C28 -12.64916 20.83191 10.62918
C29 -15.64102 22.34636 11.07210
C30 -16.96523 21.55021 10.89378
H61 -15.11733 24.79365 9.59113
H62 -16.57255 24.05853 9.19682
H63 -15.52971 24.67561 7.91412
H64 -15.47901 22.13122 8.11799
H65 -13.86641 22.87473 8.25826
H66 -14.66326 20.27168 10.77620
H67 -14.07053 20.24773 9.13926
H68 -12.53764 21.56006 11.43419
H69 -12.33135 19.85984 11.01126
H70 -11.89912 21.10739 9.88050
H71 -15.88608 23.36802 11.35640
H72 -15.19535 21.94471 11.98825
H73 -17.76923 22.21488 11.21658
H74 -17.01265 20.66124 11.52513
H75 -17.15969 21.21003 9.87595
C31 -6.57510 25.25010 12.44858
C32 -7.01020 24.91760 11.00674
N6 -6.90783 23.49774 10.72562
C33 -7.87375 23.05290 9.68739
C34 -9.10945 22.57809 10.39220
C35 -5.56712 22.93414 10.68908
C36 -5.59022 21.47406 11.10809
H76 -6.45731 26.32752 12.56718
H77 -5.64037 24.78172 12.75060
H78 -7.37795 24.86370 13.07410
H79 -8.05736 25.24163 11.02577
H80 -6.60007 25.56791 10.21665
H81 -8.06012 23.92416 9.05665
H82 -7.39019 22.18788 9.22509
H83 -9.07587 21.72058 11.05577
H84 -9.48992 23.41183 10.99306
H85 -9.83681 22.43432 9.57990
H86 -4.95496 23.47698 11.40946
H87 -5.11204 23.15651 9.71301
H88 -6.38761 20.91465 10.61268
H89 -5.70750 21.34743 12.18443
H90 -4.69658 20.89522 10.85326
C37 -22.62448 19.27044 16.04678
C38 -21.62588 19.28179 14.84700
N7 -20.59270 20.27792 14.77637
C39 -19.48895 19.97847 15.68927
C40 -18.19799 20.65321 15.23086
C41 -21.00649 21.66230 14.91147
C42 -21.90601 22.15180 13.74549
H91 -22.19479 19.68994 16.95477
H92 -22.76654 18.21642 16.29485
H93 -23.58314 19.66233 15.71649
H94 -21.20390 18.27519 14.85969
H95 -22.18922 19.29174 13.90893
H96 -19.71782 20.22128 16.73862
H97 -19.23958 18.91453 15.71532
H98 -18.20200 21.73195 15.39935
H99 -17.35065 20.34515 15.85005
H100 -18.01253 20.41477 14.18537
H101 -20.16469 22.30818 15.13174
H102 -21.65832 21.72949 15.80078
H103 -21.30777 22.39803 12.86933
H104 -22.60384 22.93749 14.03240
H105 -22.59630 21.36770 13.42245
C43 -9.12723 18.85858 10.54452
C44 -8.82799 17.86614 11.67595
N8 -8.01399 16.73444 11.22086
C45 -6.61404 17.20831 11.20772
C46 -5.76629 16.33484 10.28135
C47 -8.15724 15.51809 12.01994
C48 -9.52746 14.86549 11.84847
H106 -10.07123 19.38931 10.64956
H107 -9.14684 18.44327 9.53406
H108 -8.28242 19.54851 10.46473
H109 -8.42346 18.34381 12.57770
H110 -9.82452 17.50446 11.95691
H111 -6.26920 17.28529 12.24672
H112 -6.52934 18.19502 10.75006
H113 -5.43712 15.42567 10.79580
H114 -4.81837 16.81207 10.02580
H115 -6.34676 16.04768 9.40920
H116 -7.49116 14.81031 11.52357
H117 -7.92888 15.72364 13.07208
H118 -9.53866 13.90623 12.36041
H119 -10.30392 15.52346 12.25656
H120 -9.85938 14.78565 10.81225
C49 -8.63920 27.82727 8.78249
C50 -9.94736 28.00880 7.98518
N9 -10.23370 26.79764 7.17439
C51 -10.51021 25.71260 8.11757
C52 -11.66621 25.80103 9.12825
C53 -11.31766 27.07146 6.23168
C54 -11.32306 26.03005 5.10925
H121 -7.94780 27.07022 8.41252
H122 -8.87138 27.46956 9.79218
H123 -8.10026 28.76790 8.88724
H124 -10.78719 28.28396 8.62842
H125 -9.70445 28.75700 7.22771
H126 -10.61474 24.81808 7.49156
H127 -9.59193 25.44232 8.64444
H128 -11.41011 26.51113 9.91767
H129 -12.60809 26.14611 8.70417
H130 -11.68202 24.79801 9.55371
H131 -11.16777 28.08090 5.85059
H132 -12.32485 26.98770 6.66942
H133 -10.37087 26.06318 4.57797
H134 -12.14957 26.39401 4.49102
H135 -11.43672 25.00674 5.45528
C55 -14.15760 31.64483 6.42149
C56 -13.88825 30.38825 5.59606
N10 -14.98551 29.43217 5.67033
C57 -15.01030 28.48424 4.56602
C58 -15.70251 29.12116 3.35951
C59 -14.96838 28.78314 6.98170
C60 -16.10776 27.80265 7.21710
H136 -14.14712 31.56536 7.50702
H137 -15.15090 31.97986 6.11486
H138 -13.43624 32.42191 6.16270
H139 -13.83395 30.63360 4.53326
H140 -12.94471 29.90576 5.89960
H141 -14.00460 28.15458 4.26164
H142 -15.56561 27.55880 4.71326
H143 -16.77760 29.21632 3.51877
H144 -15.27602 30.08657 3.09168
H145 -15.62361 28.43137 2.51219
H146 -14.99531 29.46599 7.83979
H147 -13.96685 28.35704 7.18133
H148 -16.10435 27.50162 8.26866
H149 -15.98220 26.86839 6.66748
H150 -17.08039 28.23614 6.98887
C61 -11.97159 18.39197 14.52381
C62 -11.43788 16.94049 14.67102
N11 -11.46389 16.31612 16.00212
C63 -12.73953 16.43180 16.70598
C64 -13.83463 15.71911 15.91234
C65 -10.30483 16.54983 16.85808
C66 -9.57424 15.23680 17.18586
H151 -12.97870 18.48975 14.92712
H152 -11.95268 18.53090 13.44255
H153 -11.33994 19.10797 15.04716
H154 -11.96618 16.24957 14.01302
H155 -10.40935 16.98798 14.31040
H156 -12.73727 16.09506 17.74028
H157 -12.96535 17.50927 16.67992
H158 -13.60990 14.67237 15.73322
H159 -14.77486 15.89203 16.44430
H160 -13.96875 16.31390 15.01079
H161 -10.62560 16.93232 17.83177
H162 -9.56501 17.23827 16.44250
H163 -9.08318 14.77265 16.33366
H164 -10.25815 14.54867 17.68430
H165 -8.82258 15.48383 17.94480

Löwdin atomic charge list, values in e, 6 entries: -0.080, -0.281, -0.191, -0.262, -0.085, -0.240

Quick look at relative energies in hartree: version 1 0.0614; version 2 0.0000.